Formula: C4H13N2O2
Source: the Open Molecules 2025 dataset
Level of theory: wB97M-V/def2-TZVPD

Values from the calculation:
Energy above the lowest of the compared OMol25 structures with the same formula, charge and spin in kcal per mole: 25.15
Kohn-Sham gap in eV: 10.800
Total charge: +1
HOMO level in Ha: -0.50495
Multiplicity: 1
Energy in eV: -11428.383
E_LUMO in eV: -2.94

Last column: natural (NBO) charge in e.
Positions of all 21 atoms, in Å:
O1 1.95 0.97 0.36  -0.635
O2 -0.55 -3.42 -1.31  -0.976
N1 0.41 2.08 1.58  -0.568
N2 0.51 -0.94 -0.48  -0.517
C1 0.78 1.13 0.73  0.650
C2 0.74 -0.62 -1.92  -0.424
C3 -0.24 0.13 0.23  -0.335
C4 -0.92 2.44 1.99  -0.418
H1 -1.05 2.35 3.07  0.225
H2 -1.66 1.79 1.53  0.200
H3 1.40 0.24 -1.96  0.256
H4 1.18 2.63 1.95  0.426
H5 -0.23 -0.49 -2.39  0.217
H6 -1.43 -3.36 -1.72  0.494
H7 1.13 -1.51 -2.40  0.246
H8 -1.16 3.44 1.64  0.224
H9 -0.50 -4.34 -1.01  0.507
H10 -0.84 -0.27 1.05  0.248
H11 1.45 -0.96 -0.06  0.464
H12 -0.97 0.54 -0.47  0.245
H13 0.00 -1.83 -0.41  0.471